# C42H59BrN4O2S3SbSiY

A molecular structure, C42H59BrN4O2S3SbSiY (the ωB97M-V functional and the def2-TZVPD basis, the OMol25 dataset).

Last column: Mulliken charge in e.
Element x y z (Å)
1 Sb -0.823 0.481 -5.801  0.44
2 Y -1.019 0.206 -1.396  0.13
3 Br -5.034 5.958 -2.589  -0.19
4 S 0.579 0.578 -3.590  -0.13
5 S 0.722 2.196 -4.962  -0.43
6 S -2.900 1.277 -5.699  -0.64
7 Si -3.345 -2.412 -3.139  -0.10
8 O -0.754 2.201 -0.239  0.54
9 O 0.227 -1.649 -1.665  -0.86
10 N -2.766 -0.423 0.137  0.51
11 N -2.479 2.089 -2.336  0.93
12 N -2.873 -1.162 -2.032  0.81
13 N 0.825 0.169 0.094  0.72
14 C 1.799 -3.375 -3.685  -1.26
15 C -5.309 -1.250 0.729  -0.75
16 C 6.297 -2.103 -0.196  -1.72
17 C 1.273 1.920 3.351  -0.53
18 C 1.974 1.762 4.702  2.40
19 C 1.362 -1.791 -1.048  0.56
20 C 3.403 -2.960 -0.581  0.09
21 C 0.437 -4.581 -1.943  -1.37
22 C 1.442 2.745 5.746  -2.29
23 C 1.749 -0.801 -0.088  -0.49
24 C -0.060 2.197 0.863  0.77
25 C 2.212 -2.917 -1.268  -1.02
26 C -3.241 -0.274 1.386  0.79
27 C 1.436 0.964 2.367  -0.37
28 C 0.807 1.097 1.121  -0.88
29 C -3.791 2.060 -2.099  -0.38
30 C -0.995 5.456 2.701  -2.33
31 C -1.925 3.250 -2.677  -0.52
32 C -0.408 5.184 0.317  -1.54
33 C -4.835 -1.419 -0.541  -0.68
34 C 1.814 -3.990 -2.278  2.72
35 C -2.332 0.366 2.387  -1.12
36 C 3.023 -0.879 0.533  -0.68
37 C 1.776 0.343 5.246  -1.67
38 C -3.997 4.377 -2.507  0.04
39 C 2.814 -5.147 -2.290  -2.45
40 C -1.963 -2.703 -4.352  -0.17
41 C -4.872 -1.980 -4.114  -1.09
42 C 5.337 -3.350 1.741  -1.79
43 C -3.651 -4.012 -2.212  -1.21
44 C 5.562 -0.881 1.837  -2.04
45 C -1.007 4.466 1.537  2.74
46 C -2.647 4.427 -2.782  -0.67
47 C -0.174 3.217 1.841  -0.74
48 C 0.490 3.045 3.045  -0.49
49 C -3.496 -1.030 -0.848  0.19
50 C 3.852 -1.940 0.298  -0.75
51 C -4.599 3.182 -2.165  -0.74
52 C -2.471 4.099 1.253  -1.47
53 C 5.243 -2.059 0.918  2.09
54 C 3.478 2.016 4.526  -1.36
55 C -4.509 -0.687 1.730  -0.99
56 H -2.159 -2.231 -5.317  0.41
57 H 1.997 0.068 2.583  0.81
58 H -5.460 -1.843 -1.311  0.33
59 H 2.232 -0.409 4.602  0.28
60 H 4.589 -3.362 2.536  0.35
61 H -2.901 -4.154 -1.431  0.31
62 H 3.815 -4.825 -2.584  0.40
63 H 1.415 -4.106 -4.403  0.44
64 H 0.450 -5.051 -0.956  0.34
65 H -1.002 -2.349 -3.978  -0.54
66 H -0.342 -3.825 -1.954  -0.07
67 H 2.238 0.252 6.232  0.44
68 H 2.883 -5.639 -1.317  0.42
69 H 3.347 -0.055 1.146  1.28
70 H 1.183 -2.482 -3.738  0.00
71 H -5.656 3.111 -1.955  0.50
72 H -2.938 3.673 2.145  0.21
73 H -4.218 1.096 -1.860  0.32
74 H 0.187 -5.350 -2.679  0.47
75 H 6.268 -1.192 -0.796  0.36
76 H 4.860 -0.814 2.671  0.23
77 H -0.860 3.229 -2.875  0.25
78 H 0.607 5.523 0.540  0.34
79 H -1.013 6.060 0.066  0.47
80 H -2.708 0.222 3.399  0.50
81 H 5.181 -4.234 1.122  0.30
82 H 0.362 2.657 5.877  0.41
83 H -2.550 3.382 0.438  -0.20
84 H -1.587 6.332 2.428  0.44
85 H 2.813 -3.104 -3.989  0.32
86 H 0.715 0.101 5.341  0.35
87 H 1.916 2.547 6.710  0.46
88 H 5.540 0.070 1.303  0.39
89 H -5.045 -2.744 -4.878  0.36
90 H 4.056 -3.807 -0.744  0.36
91 H -4.634 -4.074 -1.745  0.36
92 H -3.562 -4.846 -2.914  0.45
93 H -1.431 5.033 3.609  0.43
94 H -3.033 4.998 0.982  0.59
95 H -2.250 1.436 2.197  -0.17
96 H 0.379 3.812 3.797  0.42
97 H -5.776 -1.911 -3.507  0.33
98 H -6.323 -1.557 0.961  0.41
99 H -0.373 4.529 -0.550  0.09
100 H -1.864 -3.778 -4.529  0.34
101 H -1.323 -0.042 2.323  0.07
102 H 1.665 3.780 5.484  0.37
103 H 4.004 1.902 5.478  0.47
104 H 0.015 5.799 2.937  0.40
105 H 6.326 -3.435 2.198  0.50
106 H 3.910 1.316 3.808  0.07
107 H 3.657 3.026 4.153  0.31
108 H -4.864 -0.568 2.743  0.42
109 H -4.718 -1.024 -4.621  0.21
110 H 6.564 -1.006 2.254  0.54
111 H 6.134 -2.947 -0.868  0.33
112 H -2.157 5.348 -3.060  0.51
113 H 2.483 -5.890 -3.019  0.47
114 H 7.299 -2.204 0.229  0.45

Properties
2S+1 ... 2
LUMO (alpha / beta) ... 2.259 / 1.031 eV
Expectation value of S² ... 0.78
Total energy ... -6342.423523 hartree
Net charge ... -1
HOMO-LUMO gap (alpha / beta) ... 6.61 / 5.84 eV


# C29H25CaF6N3O4S2SbSe

A molecular structure, C29H25CaF6N3O4S2SbSe at a distorted geometry (the ωB97M-V functional and the def2-TZVPD basis, the OMol25 dataset).

Last column: Mulliken charge in e.
Element x y z (Å)
1 Sb -0.217 -1.768 1.879  0.59
2 Se 1.164 3.699 -1.989  0.46
3 Ca 0.873 2.561 -5.245  1.82
4 S -0.978 0.011 -4.300  1.48
5 S -2.168 2.525 -4.548  0.68
6 F -2.336 -2.214 -4.942  -0.18
7 F -0.168 -2.187 -5.362  -0.16
8 F -2.841 3.397 -7.072  -0.16
9 F -2.304 4.916 -5.687  -0.17
10 F -1.507 -1.042 -6.680  -0.21
11 F -0.752 3.539 -6.597  -0.35
12 O 0.451 0.229 -4.700  -0.92
13 O -3.534 2.699 -4.057  -0.53
14 O -0.986 2.854 -3.743  -0.61
15 O -1.235 -0.176 -2.921  -0.49
16 N 2.088 3.649 -3.460  -0.65
17 N 2.583 4.039 -0.928  -0.66
18 N -1.916 1.049 -5.084  -0.51
19 C -3.349 1.601 3.681  -0.44
20 C 0.795 -2.349 3.731  -0.01
21 C 3.386 3.897 -3.222  1.02
22 C -1.392 -4.020 0.083  0.50
23 C -1.892 -5.316 -0.043  -0.64
24 C 1.081 -2.490 6.561  -0.66
25 C 4.866 4.795 -1.483  -0.53
26 C -3.049 -5.191 2.120  -0.58
27 C -2.053 3.669 -6.062  0.76
28 C -2.378 -0.575 3.683  -0.37
29 C -1.485 1.112 2.168  1.11
30 C 4.383 4.124 -4.188  -0.47
31 C -3.306 0.327 4.218  -0.87
32 C -1.274 -1.480 -5.383  0.56
33 C -2.499 -3.894 2.271  0.05
34 C 5.720 5.137 -2.515  -0.46
35 C 0.273 -3.404 4.446  -0.32
36 C 5.609 4.673 -3.858  -0.66
37 C -1.452 -0.186 2.665  -0.19
38 C -2.579 -5.950 1.078  -0.71
39 C 0.447 -3.432 5.858  -0.47
40 C 1.706 -1.446 5.846  -0.41
41 C -1.615 -3.443 1.342  0.43
42 C -0.465 1.561 1.145  -1.25
43 C 1.673 -1.435 4.430  0.61
44 C -2.401 2.005 2.763  -0.52
45 C -0.480 -3.422 -0.941  -1.22
46 C 3.640 4.208 -1.823  0.65
47 C 2.699 -0.655 3.718  -1.42
48 H -1.869 -5.871 -0.936  0.44
49 H -0.913 2.301 0.405  0.26
50 H 0.635 -3.441 -0.637  0.24
51 H 5.049 4.931 -0.416  0.42
52 H -0.728 -2.325 -1.060  0.18
53 H 3.713 -1.093 3.818  0.32
54 H 2.739 0.365 4.135  0.39
55 H 0.070 -4.330 6.337  0.38
56 H -0.009 0.642 0.672  0.22
57 H 0.302 2.099 1.704  0.31
58 H -2.695 -3.314 3.197  0.08
59 H -0.330 -4.212 4.018  0.50
60 H 4.242 3.774 -5.240  0.11
61 H -3.885 -5.572 2.789  0.34
62 H 2.605 -0.474 2.633  0.25
63 H -0.585 -3.864 -1.960  0.38
64 H -2.677 -7.017 1.074  0.42
65 H 0.930 -2.489 7.636  0.37
66 H -2.307 -1.554 4.127  0.34
67 H 6.443 4.679 -4.539  0.43
68 H 2.345 -0.604 6.287  0.27
69 H 6.589 5.800 -2.250  0.33
70 H -2.458 3.041 2.467  0.38
71 H -4.085 2.361 3.875  0.38
72 H -3.943 -0.039 5.010  0.42

Properties
LUMO ... -4.679 eV
Total energy ... -6299.815749 hartree
Net charge ... +1
HOMO-LUMO gap ... 4.35 eV